No. 1
17
Properties=species:S:1:pos:R:3:lowdin_charge:R:1 method="wB97M-V/def2-TZVPD" homo_energy_ev="-1.9 / -5.2" lumo_ev="3.8 / 1.2" s_squared=2.01 total_charge=-1 orbital_gap_ev="5.678 / 6.417" multiplicity=3
C 1.549 -0.788 0.474 -0.12
C 0.437 -0.317 1.064 -0.13
C 2.124 -0.238 -0.679 -0.19
C -0.051 0.981 0.723 -0.10
C 1.266 0.215 -1.651 0.00
C -1.269 0.965 0.277 -0.32
O -3.549 -0.222 -0.199 -0.34
O -1.441 -1.326 -0.793 -0.35
O -2.116 -1.168 1.519 -0.35
F -2.074 1.996 -0.104 0.02
S -2.199 -0.549 0.207 0.44
H 2.043 -1.625 0.853 0.08
H -0.085 -0.649 1.910 0.09
H 3.141 0.127 -0.552 0.09
H 0.390 1.892 1.042 0.12
H 1.591 0.751 -2.549 0.05
H 0.242 -0.046 -1.542 0.02

No. 2
16
Properties=species:S:1:pos:R:3:lowdin_charge:R:1 method="wB97M-V/def2-TZVPD" homo_energy_ev="-8.7 / -8.7" lumo_ev="-1.4 / -1.4" orbital_gap_ev="7.242 / 7.243"
C -1.586 -0.352 -0.734 -0.11
C -0.338 -0.386 -1.334 -0.04
C -1.762 -0.133 0.619 -0.08
C 0.780 -0.092 -0.506 -0.11
C -0.677 0.162 1.450 -0.09
C 0.511 0.048 0.809 -0.06
N 3.223 0.605 0.864 -0.53
N 2.486 0.243 1.846 -0.59
I 3.015 2.636 -0.110 0.48
I 1.993 1.586 3.344 0.69
H -2.439 -0.659 -1.239 0.08
H -0.387 -0.754 -2.350 0.11
H -2.853 -0.075 1.026 0.15
H 1.726 -0.094 -0.984 0.07
H -0.526 0.364 2.464 0.03
H 4.154 0.818 1.200 0.00

No. 3
16
Properties=species:S:1:pos:R:3:lowdin_charge:R:1 method="wB97M-V/def2-TZVPD" homo_energy_ev=-12.0 lumo_ev=-6.2 total_charge=+1 orbital_gap_ev=5.779
C 0.797 0.531 -1.457 -0.38
C -1.125 1.087 -0.558 -0.82
C 1.905 0.673 -2.159 0.11
C -1.177 -0.600 1.596 -0.07
C -0.419 -1.400 2.562 0.10
C 0.681 -0.399 -0.289 -0.13
N -0.363 1.265 -1.573 0.08
N -0.548 0.068 0.365 -0.12
O 0.022 -2.099 3.326 0.40
I -2.835 2.129 -0.148 1.02
H 1.985 1.270 -3.052 0.08
H 2.734 0.057 -1.776 0.08
H -1.823 0.353 2.097 0.19
H -2.095 -1.248 1.373 0.18
H 0.540 -1.385 -0.557 0.10
H 1.720 -0.302 0.249 0.17

No. 4
16
Properties=species:S:1:pos:R:3:lowdin_charge:R:1 method="wB97M-V/def2-TZVPD" homo_energy_ev="-7.8 / -7.7" lumo_ev="-1.7 / -1.9" orbital_gap_ev="6.077 / 5.814"
C -0.572 0.893 0.914 -0.13
C 0.086 -1.869 -0.531 -0.18
C 0.370 1.439 0.159 0.03
C 1.300 -1.569 -0.132 -0.60
C -1.523 -0.151 0.515 -0.20
C -1.036 -0.906 -0.763 -0.18
N 1.554 2.035 -0.147 -0.42
O 2.624 1.502 0.406 -0.35
O 1.728 2.882 -1.074 -0.06
I 3.085 -0.949 0.067 1.43
H -0.835 1.381 1.897 0.13
H -0.268 -2.861 -0.470 0.10
H -1.516 -0.877 1.321 0.12
H -2.344 0.409 0.316 0.09
H -0.742 0.020 -1.292 0.12
H -1.910 -1.381 -1.186 0.11

No. 5
18
Properties=species:S:1:pos:R:3:lowdin_charge:R:1 method="wB97M-V/def2-TZVPD" homo_energy_ev=-2.0 lumo_ev=4.7 smiles="O=C([O-])/N=C/CC[C@H](I)C(=O)[O-]" total_charge=-2 orbital_gap_ev=6.747
C -1.541 2.482 0.627 -0.87
C 3.221 -1.170 -0.954 -0.84
C -0.566 -1.298 0.051 -0.23
C -1.445 -0.010 0.027 -0.34
C 0.790 -1.123 -0.695 -0.25
C -0.711 1.077 0.723 -0.61
N 1.891 -1.498 -0.260 0.13
O -1.068 3.356 -0.085 -0.06
O 3.756 -0.137 -0.584 -0.06
O -2.655 2.380 1.096 -0.09
O 3.640 -2.021 -1.716 -0.07
I -0.409 0.656 2.863 0.70
H -0.436 -1.431 1.163 0.02
H -1.140 -2.209 -0.158 0.08
H -1.726 0.331 -0.989 0.12
H -2.503 0.058 0.412 0.11
H 0.554 -0.557 -1.664 0.13
H 0.346 1.115 0.142 0.13

No. 6
13
Properties=species:S:1:pos:R:3:lowdin_charge:R:1 method="wB97M-V/def2-TZVPD" homo_energy_ev=-13.7 lumo_ev=-5.6 smiles="C=C=C=C=[N+]=CC" total_charge=+1 orbital_gap_ev=8.072
C -2.854 -0.006 -0.022 0.13
C -4.342 -0.203 0.047 0.14
C -0.228 0.461 -0.214 -0.03
C 2.190 0.725 0.099 -0.11
C -1.442 0.199 -0.167 0.06
C 3.007 -0.465 -0.131 -0.04
N 0.951 0.619 0.066 0.15
H -4.854 0.690 0.369 0.07
H -4.718 -1.180 -0.267 0.08
H 2.823 1.528 0.538 0.17
H 4.106 -0.339 -0.347 0.11
H 2.530 -1.095 -0.944 0.11
H 2.832 -0.934 0.971 0.17

Number 1: total energy -26009.8465 eV. Number 2: total energy -25495.2377 eV. Number 3: total energy -19436.0150 eV. Number 4: total energy -19994.6579 eV. Number 5: total energy -24100.2235 eV. Number 6: total energy -7795.8590 eV.